The following is a quantum chemistry calculation of an isolated molecule of C4H8N2 at a distorted geometry, from OMol25.

Output
E: -7256.7203 eV
2S+1: 1
molar mass: 84.12 Da
SMILES string: CN(C)CC#N
energy above the lowest of the compared OMol25 structures with the same formula, charge and spin: 111.4 kJ/mol

Positions of all 14 atoms, in Å:
C -0.45 1.36 0.24
N -0.31 -0.01 -0.19
C -1.10 -0.92 0.61
C 0.79 -0.36 -1.04
C 2.06 -0.44 -0.28
N 2.95 -0.45 0.46
H -1.40 1.78 -0.11
H 0.37 1.98 -0.13
H -0.44 1.44 1.34
H -1.06 -0.66 1.68
H -0.79 -1.97 0.52
H -2.16 -0.85 0.32
H 0.92 0.40 -1.83
H 0.63 -1.29 -1.60

=====

The following is a quantum chemistry calculation of a 3-piece molecular cluster, C26H46F5N2O4S overall, from OMol25.

Output
E: -63294.5517 eV
2S+1: 1
net charge: +1
molar mass: 577.72 Da

Positions of all 84 atoms, in Å:
C 2.75 -2.79 1.60
C 2.29 -1.33 1.86
C 1.45 -1.27 3.14
C 1.49 -0.75 0.68
C 1.89 0.63 0.22
C 0.91 1.60 0.15
N 1.14 2.84 -0.30
C 0.08 3.86 -0.41
C -0.41 4.37 0.94
N 0.57 5.18 1.67
C 2.38 3.19 -0.65
C 3.42 2.29 -0.58
S 5.00 2.94 -1.09
O 5.85 1.85 -1.46
O 4.75 4.02 -1.98
C 5.66 3.62 0.52
F 5.60 2.59 1.39
F 6.92 3.97 0.33
C 4.85 4.80 1.15
F 4.35 5.62 0.23
F 5.63 5.48 1.97
F 3.82 4.29 1.85
C 3.19 0.98 -0.16
C 4.27 -0.08 -0.22
O 4.31 -0.82 -1.16
O 5.09 -0.09 0.83
H 2.44 -3.45 2.40
H 2.36 -3.18 0.66
H 3.84 -2.83 1.51
H 3.19 -0.75 2.06
H 0.54 -1.85 3.04
H 1.20 -0.23 3.38
H 2.04 -1.63 3.98
H 1.49 -1.40 -0.19
H 0.45 -0.68 1.01
H -0.10 1.32 0.43
H 0.50 4.70 -0.96
H -0.76 3.50 -1.00
H -0.73 3.54 1.57
H -1.27 5.00 0.72
H 1.00 4.65 2.42
H 1.31 5.51 1.07
H 2.56 4.20 -1.00
H 5.55 -0.94 0.84
C -2.91 -0.34 -0.46
C -3.06 1.10 -0.95
C -4.49 1.47 -1.32
C -5.08 0.65 -2.47
C -4.28 0.71 -3.78
C -4.18 2.11 -4.37
H -3.18 -1.06 -1.24
H -1.88 -0.56 -0.17
H -3.54 -0.53 0.41
H -2.39 1.26 -1.80
H -2.72 1.77 -0.15
H -4.53 2.54 -1.57
H -5.13 1.35 -0.44
H -6.10 1.01 -2.66
H -5.19 -0.39 -2.17
H -4.77 0.06 -4.50
H -3.28 0.30 -3.62
H -5.17 2.53 -4.56
H -3.63 2.10 -5.31
H -3.65 2.80 -3.70
C -0.76 -6.31 -0.82
C -1.89 -5.28 -0.79
C -1.45 -3.90 -0.32
C -0.89 -3.85 1.10
C -1.85 -4.34 2.18
C -3.13 -3.52 2.28
H -0.34 -6.48 0.17
H -1.12 -7.27 -1.19
H 0.04 -5.98 -1.48
H -2.70 -5.65 -0.15
H -2.32 -5.19 -1.79
H -2.29 -3.21 -0.41
H -0.68 -3.53 -1.01
H -0.61 -2.81 1.33
H 0.04 -4.42 1.15
H -1.33 -4.31 3.14
H -2.10 -5.39 2.01
H -2.90 -2.47 2.49
H -3.76 -3.88 3.09
H -3.71 -3.56 1.36

=====

The following is a quantum chemistry calculation of a 2-piece molecular cluster, H3I3Si2 overall at a distorted geometry, from OMol25.

Output
E: -40106.0979 eV
2S+1: 1
molar mass: 439.91 Da
energy above the lowest of the compared OMol25 structures with the same formula, charge and spin: 100.5 kJ/mol

Positions of all 8 atoms, in Å:
Si 0.41 0.45 1.31
Si -0.58 -0.52 -0.66
I 1.74 1.08 -2.64
I -0.42 -2.96 -0.98
I -2.65 0.33 -1.92
H 1.83 -0.12 1.16
H -0.65 -0.18 2.13
H 0.32 1.91 1.59

=====

The records above give, respectively, HOMO-LUMO gap values of 9.43; 8.16; 6.49 eV.